(1)
This record from OMol25 describes a cluster of 5 separate species, C34H74ClIN4O15S in total at a distorted geometry. The level of theory is ωB97M-V/def2-TZVPD.

Atoms and positions in Å:
C -4.13926 -1.80262 4.68224
H -0.51504 -2.41722 0.36827
C 3.34780 -3.88983 -0.25395
N 8.06506 1.86043 1.30676
O 1.02256 2.38240 -8.19760
H 7.17675 3.29034 0.05038
H -0.26560 -1.95652 2.23206
H 5.25358 -2.13507 -4.54336
H 1.83738 5.00779 -6.25712
C -5.79215 2.36700 3.55662
H 2.82738 2.49679 -2.83870
H -5.42624 6.43197 4.18048
N 0.72166 3.44396 -5.40754
H -8.14912 0.19542 4.13719
C -8.87387 2.16909 4.51790
H 5.22065 1.99452 -0.56027
O -6.84872 1.46619 3.25405
H 2.28501 -0.58856 -5.22910
H 4.20947 -0.32210 -3.07575
C -0.87537 -2.64303 1.47022
C 1.04689 3.76995 -7.84141
H 0.05635 4.23655 -7.91966
H -6.01236 -0.74207 3.92726
C -5.45839 -4.58997 0.91599
H 3.50664 -4.34232 -1.23380
O -6.15937 -4.01789 3.34241
O 10.43055 0.03527 0.36749
C 5.52464 -0.49830 1.31360
H -5.24645 -1.59451 -0.10072
H 4.44210 -4.49999 -3.84581
C 1.96187 -1.61327 -2.08607
H 9.57264 3.27724 0.95255
H 1.05815 -2.13171 -2.42717
C -5.11691 -3.74788 2.31536
H -4.95368 2.13680 2.89308
C 5.83212 1.61292 0.26344
C -7.70809 1.17350 4.35722
H 0.41176 2.50983 -5.66686
N 3.05537 -2.07250 -2.94790
C -7.39210 5.07595 6.46648
H -7.86303 3.90322 4.20310
H -0.41557 -4.22775 3.12792
O -2.29998 -2.31812 1.69447
C -3.03205 -2.14902 0.42880
H 0.38891 -4.66541 1.40371
O -3.61404 -6.35011 1.59021
H 6.36293 -1.39214 -3.38556
H 0.51313 3.11125 -3.38038
C 1.64123 3.94462 -6.43634
C 9.48187 2.20062 1.14457
H -5.29901 -3.95009 -0.05209
O 5.87535 0.18813 0.11913
H 5.48661 -1.56865 1.09253
C 4.31603 -1.35458 -2.72425
H 4.57148 -1.33574 -1.66066
H 6.02936 -4.29922 -4.65566
H -2.51234 -1.40204 -0.33252
H -8.15415 5.84466 6.28373
H -7.10206 5.92075 3.91197
C 2.09538 0.48665 -5.29463
H -0.79880 1.85255 -7.35115
O -6.21394 5.28172 5.67760
H -8.72137 3.45040 6.97417
C 9.36504 -0.78715 -0.08821
H 5.88521 -5.29510 -3.19229
C -4.99789 -1.14132 3.45304
H -4.08117 -3.94675 2.83888
C 1.32120 3.37874 -4.07125
H 9.87106 1.57190 -0.93807
H 7.69116 1.80492 -0.78023
O -2.83759 -2.10180 4.67930
H -6.73044 7.21179 5.09968
H 7.99254 0.86059 1.48266
H -7.13488 1.03979 5.28260
C -5.20240 -2.10804 2.14520
N -8.52925 3.54609 4.88465
C 2.47091 2.37254 -3.86683
H 2.59245 3.40508 -6.40605
H 8.61672 -0.89972 0.69756
I -4.99865 -7.30979 -0.94828
H -7.12749 2.95433 6.36224
H -5.44696 2.27718 4.59058
C 5.51956 -4.39417 -3.69289
H 1.66100 4.38104 -3.78115
C -0.29676 1.86785 -8.32235
C 10.27123 1.42402 0.07226
H -6.60238 -4.92844 0.89524
H 8.90478 -0.40823 -1.00520
H 4.17009 -3.21258 -0.00601
C -6.39126 6.26625 4.66754
C 2.10891 -1.86500 -0.57245
H -4.41083 -0.18011 3.08253
H -0.22803 0.83996 -8.68933
H 2.98250 -1.36050 -0.14221
H 1.23680 -1.41525 -0.08591
H -3.19640 -3.15201 -0.17497
H -9.59126 1.77235 5.24739
H 3.33543 2.58134 -4.50853
H 5.35091 1.92134 1.20064
H 1.12130 0.61488 -5.76877
H -0.87852 2.45526 -9.03814
H -7.08774 5.15848 7.51460
H 1.79262 -0.54318 -2.26068
H -9.40274 2.22549 3.55928
S -7.47637 -3.02109 2.91934
H -1.49191 -4.83590 1.70435
O -8.57875 -3.92855 2.32267
O 2.06620 1.00644 -3.97238
C -0.53839 -4.20230 1.94839
O -6.66164 -1.92011 1.85033
C -7.94843 3.66479 6.22750
C 7.24540 2.20008 0.13736
O 5.80107 -3.27868 -2.85780
O -8.14953 -2.39738 4.20038
H -6.10117 3.39135 3.34375
H 4.54112 -0.18120 1.67133
H 9.95928 2.01535 2.11389
O 2.08087 -3.24750 -0.21318
H 3.33733 -4.70087 0.47982
H 1.70227 4.26873 -8.56231
H 11.28397 1.84067 0.05442
Cl -5.04468 -2.14228 6.30695
H 2.88222 0.93782 -5.90587
H 9.77186 -1.78150 -0.29331
H 6.27832 -0.33462 2.08863
C -4.57571 -5.96087 0.74395
H 3.20462 -3.06464 -2.77684
C 5.47552 -2.02674 -3.47377
H -4.33335 -0.26303 0.90510
C -4.48852 -1.42025 0.80432

**HOMO-LUMO gap**: 8.29 eV
**Multiplicity**: 1
**Largest force on an atom**: 0.1778 hartree/bohr
**Molecular weight**: 973.40 g/mol

Results of the Mulliken charge analysis, in e, for atoms 1 through 2: 0.36, -0.06

---

(2)
This record from OMol25 describes a cluster of 10 separate species, C34H74O28S6 in total at a distorted geometry. The level of theory is ωB97M-V/def2-TZVPD.

Atoms and positions in Å:
C -0.50308 -3.02477 -4.90358
H -1.67227 1.55413 8.26029
O -1.36978 -3.17745 -3.85019
O 0.41623 -5.55476 -0.02979
H -4.40734 -4.04474 -6.46048
O 4.27638 -0.38101 1.76677
C 0.33395 -0.33050 -0.03960
O -0.41004 0.39543 5.53516
H -1.69031 -5.29604 -1.87556
C 5.17408 -1.26472 -2.71582
O 2.05440 -3.91439 0.69714
H -0.27087 4.76764 1.44176
C -1.43697 3.23912 -4.46728
H 2.60760 -4.55366 -1.94553
H -3.19156 -4.25294 -7.69507
H 2.73730 2.02581 5.76228
H 0.95965 -4.70587 -2.58407
S 1.01547 -4.07964 -0.27406
C -4.44275 -2.06011 -1.66390
O -0.04173 2.58820 1.74541
H 0.72342 -0.20708 -2.16709
C -0.81493 0.05872 6.91775
H -2.30641 -2.78155 2.11737
C 1.62120 -4.05080 -1.93499
C -6.81194 1.52892 -0.38294
H 2.00372 -0.57344 1.28727
O 5.65024 0.85093 6.72574
H -5.43689 3.28928 -0.35436
H 6.48864 -1.71024 -1.16308
O 2.28502 5.03790 0.05751
H -1.60394 -4.71784 0.29362
H 5.07621 -2.64023 2.77507
H -3.48838 -1.55265 -1.94726
H -2.63784 -6.59192 -1.22847
C 0.24388 1.48169 1.33502
H 4.32327 4.00202 1.13202
H -7.82317 1.86710 -0.22047
C -1.62912 0.97228 -4.47583
H 3.28312 3.10810 3.48791
H -5.34323 -1.94404 -3.56976
H -1.02053 -6.97591 -1.63749
H -1.97559 -1.91962 0.57110
O -2.06047 -0.13362 -4.45972
H -4.36947 -3.16216 -1.65493
H 0.63236 2.44514 -6.00045
C -2.66628 -2.08534 1.38622
C -0.12886 2.62089 -3.99876
C 1.21967 -0.53690 -1.23735
C 5.46664 -1.86458 -1.40276
O 4.65897 -1.23885 -0.37342
H -5.96888 2.76147 1.25069
H -5.66825 -0.57377 -2.65132
C -2.66943 3.11953 0.19912
O -4.12530 -4.06521 0.18304
H 2.18978 -0.00688 -1.18693
O -1.17665 -3.00993 -6.07055
H 5.83915 -3.52283 1.37319
C -0.81035 1.76102 5.36447
S 0.89323 5.51629 -0.50618
C -2.69908 -3.09566 -4.34050
H -3.11800 -5.31235 -6.35933
H -1.23912 -6.49242 0.88238
H 6.59841 3.48761 5.55119
H -2.33079 3.00187 1.22311
C -3.31760 -4.22810 -6.62534
O 0.68039 -2.96867 -4.73929
C 4.37516 3.87254 0.07435
H 4.94587 4.64113 -0.38160
H 7.86224 2.30494 5.39245
C -5.76855 2.41492 0.25909
H 2.34601 2.97378 0.02928
O 6.00080 0.37753 4.24824
O 0.55910 0.45723 2.13222
O -0.45496 1.23500 -3.78952
C 5.02898 -2.86936 1.73159
H 0.53083 6.35156 1.72826
H 5.98914 -1.57034 -3.39077
C -2.51299 -3.09164 -5.91079
C 6.88746 2.59642 5.03211
H -1.37797 4.01469 -5.17273
C -5.56423 -1.63203 -2.55777
H -2.71780 0.43548 7.73306
H -0.99347 -1.04756 7.00484
S 5.73749 1.29771 5.35577
O -0.09230 -3.20699 -0.15277
S -4.24549 -2.79675 0.83981
C 3.16892 1.63980 4.82641
H -2.24856 2.96174 6.35483
O -4.77613 -1.80348 -0.27365
H -1.92727 3.66079 -3.50783
H 5.24197 -2.92925 -1.46493
O -5.12515 -2.65872 1.94518
O 6.64979 -0.87842 1.02191
H -3.27175 -3.94144 -3.99477
H -1.05170 6.23948 0.73620
O -2.14195 2.10011 -4.99918
H 1.65050 -3.04402 -2.39497
H -2.93228 -1.09075 1.75434
S 5.26066 -1.23215 1.07368
O 1.08483 6.69799 -1.32807
H 6.89466 2.64447 3.95596
H -3.55562 3.83258 0.26097
H -6.67534 0.54085 -0.03525
C 0.99555 2.67850 -5.00694
O 0.21872 4.52373 -1.35501
H 1.54569 -1.57378 -1.39753
C -1.64162 -6.18772 -1.24959
H 5.20311 -0.19483 -2.60298
O -3.68507 1.79291 -1.74760
H 3.00142 1.54868 2.67923
C -0.09544 5.72619 1.01066
H 4.87220 2.92302 -0.17545
C -2.10146 1.92744 6.10325
C 2.73519 2.18346 3.50483
H 0.00084 2.41562 5.69530
H 0.57922 -1.66847 1.73964
H 0.13282 0.15383 7.55397
C -1.94825 1.05286 7.36773
H -2.97049 -2.12865 -6.35248
H -1.00104 1.89003 4.31295
C 2.90371 3.82038 -0.41643
H 4.06629 -3.24184 1.43562
C 0.94133 -0.71490 1.33328
H 1.41423 3.68312 -4.94599
H -1.90822 3.43804 -0.55262
H 2.83244 3.73897 -1.50356
H 1.68533 2.47761 3.50940
H 1.79136 2.03604 -4.63345
H -3.14037 -2.06212 -4.10374
H 3.30426 0.59292 4.76952
H -6.66748 1.52303 -1.46400
O 4.50741 2.17165 5.03175
H -6.52946 -2.04733 -2.19603
H 0.22917 2.98901 -3.04037
O -4.64035 1.54309 0.42687
S -3.33138 1.61182 -0.39303
H -0.59951 -0.82983 -0.20785
C -1.09544 -5.66334 0.09045
O -2.62508 0.45848 0.04637
O 0.16331 1.11966 0.09024
H 4.23668 -1.62379 -3.21714
H -2.93570 1.54071 5.59567

**HOMO-LUMO gap**: 9.65 eV
**Multiplicity**: 1
**Largest force on an atom**: 0.0888 hartree/bohr
**Molecular weight**: 1123.34 g/mol

Results of the Mulliken charge analysis, in e, for atoms 1 through 2: 0.34, 0.26